16
Properties=species:S:1:pos:R:3:forces:R:3:mulliken_charge:R:1 method="wB97M-V/def2-TZVPD" e_homo_ev=-10.0 relative_energy_kcal_mol=69.6 charge=0 gap_ev=10.763 smiles=COC(C)(C)C#N fmax_ev_per_a=1.7
C -1.92117 -0.15441 1.37744 0.4 0.1 -0.5 -0.6685
O -1.09122 -0.34126 0.16402 0.3 0.7 -1.1 -0.3750
C 0.45095 -0.10461 -0.30530 -1.3 -0.4 0.5 1.5153
C 0.46572 -0.26716 -1.84523 -0.3 0.0 0.4 -1.4639
C 1.21365 1.15915 0.11471 -0.6 -0.1 0.3 -1.4123
C 0.90015 -1.28947 0.39187 0.3 -1.2 1.1 -0.0730
N 1.00925 -2.20616 1.08710 0.5 0.5 -0.6 -0.5261
H -1.62176 -0.61679 2.33530 0.8 0.1 -0.6 0.2997
H -2.09538 0.90772 1.53113 0.1 0.1 0.1 0.2649
H -2.92230 -0.62653 1.19400 1.1 0.3 -0.6 0.2422
H -0.02275 0.60297 -2.28767 -0.1 -0.1 0.0 0.3693
H -0.05071 -1.18294 -2.13587 -0.1 0.2 0.0 0.3576
H 1.48823 -0.31124 -2.27227 -0.4 0.0 0.7 0.3678
H 2.25972 1.18987 -0.24962 -0.6 -0.4 0.0 0.3656
H 1.24072 1.21694 1.20029 0.0 0.2 0.1 0.3677
H 0.69691 2.02392 -0.29991 0.0 0.1 0.1 0.3684



16
Properties=species:S:1:pos:R:3:forces:R:3:mulliken_charge:R:1 method="wB97M-V/def2-TZVPD" e_homo_ev="-7.4 / -8.3" relative_energy_kcal_mol=141.0 charge=0 gap_ev="7.960 / 9.099" fmax_ev_per_a=2.7
C 1.31001 -0.44181 1.53092 0.0 0.0 0.0 -1.4395
C 0.31745 -0.61987 0.39769 0.4 0.2 -0.3 0.3909
C -1.20673 -0.65889 0.66573 -0.2 -0.2 -0.2 -0.5538
C -1.37207 0.28974 -0.49607 -1.8 -0.8 -0.6 -0.7939
C 0.03658 0.58638 -0.57227 0.0 0.6 2.6 0.4925
N 0.85702 1.01985 -1.57050 0.3 0.0 -1.8 -0.4733
O 0.02045 1.19339 -2.67102 0.6 0.1 0.0 -0.3425
H 1.32131 -1.33292 2.16994 0.0 0.1 -0.1 0.3762
H 1.05328 0.42049 2.15854 0.0 -0.1 -0.1 0.3368
H 2.32311 -0.29398 1.14143 -0.1 0.0 0.1 0.3470
H 0.59596 -1.47695 -0.22312 0.0 0.1 0.1 0.3037
H -1.64169 -1.65369 0.50575 0.0 0.2 0.1 0.2351
H -1.54186 -0.30002 1.64940 0.2 0.0 -0.2 0.2732
H -0.01316 1.47859 0.11993 0.5 -0.1 0.1 0.0786
H -2.20227 0.47445 -1.17566 0.3 0.0 0.3 0.4208
H 0.61463 1.56316 -3.33873 -0.1 0.0 0.0 0.3484



16
Properties=species:S:1:pos:R:3:forces:R:3:mulliken_charge:R:1 method="wB97M-V/def2-TZVPD" e_homo_ev=-6.7 relative_energy_kcal_mol=108.7 charge=0 gap_ev=6.985 fmax_ev_per_a=0.9
C -1.23382 -1.76217 0.14295 -0.1 0.0 0.0 -1.4363
C -0.13665 -0.84979 0.67736 0.0 0.0 0.0 0.5063
C 0.97023 -0.36326 -0.27511 0.1 0.1 -0.2 -0.6372
N 0.66525 1.10261 0.06457 0.1 0.2 0.1 0.1053
C 0.61009 2.35300 -0.82939 -0.1 -0.1 -0.5 -0.8355
C -0.51149 0.62117 0.84771 -0.6 0.3 0.4 0.1235
O -1.40073 1.23957 1.32688 0.5 -0.4 -0.3 -0.4644
H -1.62191 -1.38911 -0.81002 0.0 0.0 0.1 0.3550
H -2.06579 -1.81381 0.85176 0.1 0.0 -0.1 0.3435
H -0.85677 -2.77802 -0.01422 0.0 0.2 0.0 0.3677
H 0.26323 -1.24787 1.61931 -0.1 0.2 -0.1 0.2969
H 1.99537 -0.65223 -0.04032 -0.1 0.1 0.0 0.2507
H 0.75320 -0.52876 -1.33323 0.0 0.1 0.2 0.3341
H 1.30973 1.59903 0.67795 0.3 -0.7 0.5 0.3786
H 1.52449 2.21703 -1.42959 -0.2 0.2 0.0 0.1793
H -0.26442 2.25261 -1.47661 0.0 -0.2 -0.1 0.1326



16
Properties=species:S:1:pos:R:3:forces:R:3:mulliken_charge:R:1 method="wB97M-V/def2-TZVPD" e_homo_ev=-9.1 relative_energy_kcal_mol=72.4 charge=0 gap_ev=10.124 smiles="CN1CC1.C=C=O" fmax_ev_per_a=1.1
C -1.90013 -0.87977 -0.11965 -0.1 -0.1 0.0 -0.8781
N -0.75748 -0.06833 0.26904 0.0 -0.1 0.0 -0.1865
C -1.01026 1.36095 0.31167 -0.1 0.2 0.1 -0.3835
C -0.20440 0.76953 -0.78208 0.1 0.1 -0.2 -0.4593
H -2.54141 -1.04174 0.75223 0.1 0.0 -0.1 0.2848
H -1.55145 -1.85179 -0.48052 0.0 0.1 0.0 0.3004
H -2.50744 -0.41169 -0.91415 0.1 0.0 0.1 0.3102
H -2.01536 1.70439 0.06662 0.1 -0.1 0.0 0.2556
H -0.52075 1.90256 1.11740 -0.1 -0.1 -0.1 0.2269
H -0.65737 0.70285 -1.77087 0.0 0.0 0.2 0.2320
H 0.87459 0.88839 -0.77835 -0.2 0.0 0.0 0.2390
C 2.47685 -0.51293 1.00063 0.0 0.0 -0.1 -0.8990
C 2.69046 -0.75782 -0.27103 0.1 -0.1 -0.7 0.7293
O 2.85864 -0.96097 -1.41044 -0.1 0.2 1.0 -0.3829
H 3.31977 -0.37274 1.66443 -0.1 0.0 -0.1 0.2612
H 1.44574 -0.47090 1.34509 0.2 0.0 -0.1 0.3500



Values for energy, a.u., ordered as above
-325.8266 -325.7129 -325.7644 -325.8222